Record 1
ORCA calculation (ωB97M-V/def2-TZVPD) on the ion C3H5N2OS with charge +1 in a non-equilibrium geometry.

Last column: natural (NBO) charge in e.
Element x y z (Å)
C1 0.053 -0.369 -2.532  -0.458
N1 -0.081 -0.314 -1.178  -0.199
C2 0.082 -0.049 -0.021  0.420
C3 -0.495 -0.619 1.374  0.638
O1 -1.038 -1.652 1.387  -0.422
N2 -0.225 0.292 2.260  -0.695
S1 1.119 1.381 1.806  0.274
H1 1.078 -0.441 -2.683  0.259
H2 -0.263 0.425 -3.166  0.276
H3 -0.518 -1.331 -2.715  0.270
H4 -0.368 0.059 3.238  0.454
H5 0.655 2.618 2.233  0.183

## Properties
E_HOMO, eV: -14.58
E_LUMO, eV: -5.29
Net charge: +1
2S+1: 1
Total energy, eV: -19045.0899

Record 2
ORCA calculation (ωB97M-V/def2-TZVPD) on a structure of composition C3H5N2PS in a non-equilibrium geometry.

Last column: natural (NBO) charge in e.
Element x y z (Å)
C1 -0.983 0.021 -0.082  -0.548
C2 1.395 -0.537 0.233  0.083
C3 -2.336 0.601 -0.250  -0.661
N1 1.200 -1.004 -0.928  -0.661
N2 2.739 -0.543 0.870  -0.813
P1 0.126 0.204 1.217  0.518
S1 -0.340 -0.849 -1.453  0.650
H1 -3.144 0.152 0.227  0.233
H2 -2.492 0.526 -1.319  0.218
H3 -2.293 1.619 0.142  0.235
H4 3.292 -0.500 -0.044  0.377
H5 2.835 0.312 1.386  0.368

## Properties
E_HOMO, eV: -8.71
E_LUMO, eV: 0.13
Net charge: 0
2S+1: 1
Total energy, eV: -26295.3599

Record 3
ORCA calculation (ωB97M-V/def2-TZVPD) on the ion C3H5N2S with charge +1 in a non-equilibrium geometry.

Last column: natural (NBO) charge in e.
Element x y z (Å)
C1 -0.218 0.641 0.103  0.625
C2 0.005 1.161 1.308  -0.828
C3 -0.095 -0.724 -1.896  -0.479
N1 0.287 -1.518 2.139  -0.587
N2 -0.401 -0.056 -0.783  -0.195
S1 0.390 -0.226 2.751  1.033
H1 0.737 1.971 1.209  0.312
H2 -0.912 1.604 1.720  0.307
H3 0.111 -0.102 -2.807  0.276
H4 -0.819 -1.645 -2.051  0.278
H5 0.913 -1.106 -1.694  0.258

## Properties
E_HOMO, eV: -14.27
E_LUMO, eV: -5.52
Net charge: +1
2S+1: 1
Total energy, eV: -16996.2924

Record 4
ORCA calculation (ωB97M-V/def2-TZVPD) on the molecule C3H5N3 in a non-equilibrium geometry.

Last column: natural (NBO) charge in e.
Element x y z (Å)
C1 -1.071 0.348 0.517  0.168
C2 0.966 0.318 -0.560  0.147
C3 -0.100 1.136 -0.039  -0.050
N1 0.168 2.381 0.040  -0.657
N2 -1.938 -0.464 -0.172  -0.756
N3 1.507 -0.658 0.216  -0.749
H1 1.177 2.481 0.065  0.330
H2 -2.629 -1.038 0.337  0.398
H3 -2.335 -0.161 -1.148  0.378
H4 2.341 -1.087 -0.246  0.399
H5 1.242 -0.997 1.119  0.392

## Properties
E_HOMO, eV: -8.29
E_LUMO, eV: 0.49
Net charge: 0
2S+1: 1
Total energy, eV: -7657.0824

Record 5
ORCA calculation (ωB97M-V/def2-TZVPD) on the molecule C3H5N3 in a non-equilibrium geometry.

Last column: natural (NBO) charge in e.
Element x y z (Å)
H1 0.380 -0.296 -1.973  0.355
N1 1.146 -0.283 -1.190  -0.612
C1 0.375 0.004 -0.159  0.283
C2 0.886 -0.096 1.206  -0.025
C3 0.708 -0.198 2.450  -0.216
N2 -0.963 0.360 -0.184  -0.430
N3 -1.284 0.249 -1.438  -0.632
H2 0.807 0.112 3.448  0.233
H3 -1.574 -0.185 0.615  0.362
H4 -1.541 -0.885 -1.603  0.305
H5 -2.175 0.713 -1.780  0.378

## Properties
E_HOMO, eV: -9.50
E_LUMO, eV: 0.48
Net charge: 0
2S+1: 1
Total energy, eV: -7657.2140

Record 6
ORCA calculation (ωB97M-V/def2-TZVPD) on the molecule C3H5N3.

Last column: natural (NBO) charge in e.
Element x y z (Å)
N1 -1.829 -0.304 -0.157  -0.817
C1 -0.469 -0.029 0.011  0.046
C2 0.106 1.233 0.311  -0.098
N2 1.430 1.202 0.242  -0.247
N3 1.722 -0.060 -0.073  -0.330
C3 0.616 -0.845 -0.221  -0.132
H1 -2.459 0.085 0.525  0.379
H2 -2.063 -1.247 -0.416  0.377
H3 -0.403 2.145 0.591  0.205
H4 2.661 -0.283 -0.359  0.403
H5 0.689 -1.897 -0.454  0.213

## Properties
E_HOMO, eV: -8.05
E_LUMO, eV: 1.06
Net charge: 0
2S+1: 1
Total energy, eV: -7661.6981

Record 7
ORCA calculation (ωB97M-V/def2-TZVPD) on the molecule C3H5N3 in a non-equilibrium geometry.

Last column: natural (NBO) charge in e.
Element x y z (Å)
C1 -1.509 -0.208 0.378  -0.269
N1 -0.219 0.035 0.273  -0.264
C2 0.555 1.101 0.577  0.004
N2 1.777 1.008 -0.026  -0.158
N3 1.874 -0.032 -0.751  -0.220
C3 0.605 -0.737 -0.684  -0.136
H1 -1.843 -1.234 0.406  0.191
H2 -0.050 -0.657 -1.551  0.227
H3 -2.181 0.605 0.593  0.192
H4 0.238 1.908 1.216  0.210
H5 0.754 -1.789 -0.431  0.224

## Properties
E_HOMO (spin up / spin down), eV: -7.66 / -7.57
E_LUMO (spin up / spin down), eV: -0.16 / -0.12
Net charge: 0
2S+1: 1
Total energy, eV: -7658.7726

Record 8
ORCA calculation (ωB97M-V/def2-TZVPD) on the molecule C3H5N3.

Last column: natural (NBO) charge in e.
Element x y z (Å)
C1 -1.896 -0.173 0.131  -0.427
N1 -0.466 -0.114 0.046  -0.463
C2 0.138 0.987 -0.100  0.259
N2 1.533 0.987 -0.260  -0.592
C3 2.040 -0.136 -0.151  0.756
N3 2.459 -1.265 -0.162  -0.692
H1 -2.257 -0.826 -0.671  0.205
H2 -2.168 -0.651 1.078  0.204
H3 -2.399 0.801 0.057  0.169
H4 -0.315 1.980 -0.170  0.161
H5 3.330 -1.589 0.203  0.419

## Properties
E_HOMO, eV: -9.25
E_LUMO, eV: 1.03
Net charge: 0
2S+1: 1
Total energy, eV: -7660.8039

Record 9
ORCA calculation (ωB97M-V/def2-TZVPD) on the molecule C3H5N3.

Last column: natural (NBO) charge in e.
Element x y z (Å)
C1 -1.189 -0.716 -0.233  -0.599
C2 0.150 -0.487 0.491  -0.028
N1 0.163 0.903 0.877  -0.369
C3 0.997 1.422 0.076  0.153
N2 1.693 0.470 -0.766  -0.184
N3 1.231 -0.656 -0.494  -0.089
H1 -1.055 -0.463 -1.289  0.223
H2 -1.930 -0.038 0.196  0.234
H3 -1.538 -1.745 -0.152  0.225
H4 0.308 -1.174 1.329  0.233
H5 1.170 2.485 -0.035  0.201

## Properties
E_HOMO, eV: -10.16
E_LUMO, eV: -0.09
Net charge: 0
2S+1: 1
Total energy, eV: -7660.7677

Record 10
ORCA calculation (ωB97M-V/def2-TZVPD) on the molecule C3H5N3.

Last column: natural (NBO) charge in e.
Element x y z (Å)
C1 -1.485 -0.550 0.137  -0.238
N1 -0.210 -0.261 0.078  -0.232
C2 0.267 1.100 -0.266  -0.129
N2 1.691 0.959 -0.492  -0.248
N3 2.017 -0.208 -0.098  -0.143
C3 0.943 -0.946 0.305  -0.059
H1 -2.182 0.142 -0.315  0.193
H2 -0.294 1.509 -1.106  0.222
H3 -1.829 -1.465 0.598  0.200
H4 0.103 1.719 0.624  0.226
H5 0.981 -1.999 0.533  0.208

## Properties
E_HOMO (spin up / spin down), eV: -7.50 / -7.50
E_LUMO (spin up / spin down), eV: -0.03 / -0.01
Net charge: 0
2S+1: 1
Total energy, eV: -7659.1076

Record 11
ORCA calculation (ωB97M-V/def2-TZVPD) on the molecule C3H5N3.

Last column: natural (NBO) charge in e.
Element x y z (Å)
C1 1.733 -0.629 -0.015  -0.397
C2 0.464 -0.352 0.263  0.087
C3 -0.510 0.278 -0.689  -0.309
N1 -1.444 0.815 0.282  -0.446
N2 -1.241 0.221 1.497  0.051
N3 -0.176 -0.438 1.538  -0.226
H1 2.389 -1.171 0.650  0.218
H2 2.156 -0.266 -0.947  0.201
H3 0.021 1.019 -1.289  0.222
H4 -0.973 -0.452 -1.372  0.207
H5 -2.420 0.976 0.080  0.392

## Properties
E_HOMO, eV: -8.82
E_LUMO, eV: 0.62
Net charge: 0
2S+1: 1
Total energy, eV: -7660.0995

Record 12
ORCA calculation (ωB97M-V/def2-TZVPD) on a structure of composition C3H5N3 in a non-equilibrium geometry.

Last column: natural (NBO) charge in e.
Element x y z (Å)
N1 -1.858 -0.409 0.339  -0.788
C1 -0.539 -0.373 0.102  0.372
N2 0.317 -1.343 0.108  -0.383
N3 1.367 -0.351 -0.385  -0.262
C2 1.666 0.846 0.358  -0.363
C3 0.335 0.817 -0.241  -0.175
H1 -2.430 0.385 0.106  0.402
H2 -2.303 -1.299 0.486  0.406
H3 1.639 -0.539 -1.339  0.404
H4 1.821 0.683 1.418  0.175
H5 -0.015 1.584 -0.951  0.211

## Properties
E_HOMO, eV: -7.64
E_LUMO, eV: 0.74
Net charge: 0
2S+1: 1
Total energy, eV: -7657.0021

- The lowest total energy belongs to which entry?
  C3H5N2PS

- Which of these has the lowest total energy?
  C3H5N2PS